DFT (ωB97M-V with the def2-TZVPD basis set) results for a 2-piece molecular cluster, C28H31N2O4S4 overall at a distorted geometry.

Geometry (Å):
1 C 1.803 -3.576 2.818
2 C 2.557 -2.282 3.102
3 C 1.659 -1.084 3.476
4 N 0.493 -0.977 2.607
5 C -0.140 0.229 2.334
6 S 0.610 1.684 1.882
7 S -1.837 0.292 2.313
8 C -0.302 -2.188 2.501
9 C 0.538 -3.358 1.997
10 H 2.457 -4.259 2.266
11 H 1.546 -4.080 3.756
12 H 3.269 -2.464 3.918
13 H 3.143 -2.020 2.213
14 H 1.341 -1.232 4.528
15 H 2.209 -0.137 3.428
16 H -0.748 -2.448 3.478
17 H -1.124 -1.995 1.800
18 H 0.819 -3.165 0.954
19 H -0.080 -4.264 2.005
20 C -2.809 -0.733 -4.892
21 N -1.763 0.078 -4.319
22 C -0.474 -0.014 -4.959
23 C -1.918 0.859 -3.214
24 C -0.779 1.377 -2.545
25 C -0.918 2.289 -1.526
26 C -2.193 2.716 -1.094
27 C -2.368 3.726 -0.067
28 C -1.776 4.947 -0.024
29 S -2.314 6.143 1.195
30 C -2.321 5.124 2.662
31 C -3.521 4.622 3.167
32 C -3.494 3.723 4.232
33 C -2.274 3.343 4.801
34 C -1.076 3.850 4.287
35 C -1.099 4.761 3.238
36 O -1.262 7.101 1.446
37 O -3.640 6.601 0.839
38 S -0.507 5.366 -1.226
39 C -0.261 7.134 -1.203
40 C 0.935 7.684 -0.739
41 C 1.109 9.064 -0.827
42 C 0.112 9.866 -1.390
43 C -1.076 9.293 -1.855
44 C -1.262 7.916 -1.774
45 O 0.735 4.824 -0.697
46 O -0.968 5.002 -2.552
47 C -3.332 2.164 -1.726
48 C -3.202 1.287 -2.783
49 H -3.685 -0.761 -4.240
50 H -3.121 -0.359 -5.876
51 H -2.448 -1.759 -5.038
52 H 0.065 0.933 -4.867
53 H 0.146 -0.800 -4.506
54 H -0.600 -0.242 -6.021
55 H 0.236 1.083 -2.819
56 H -0.028 2.654 -1.016
57 H -3.157 3.563 0.671
58 H -4.457 4.919 2.700
59 H -4.435 3.322 4.616
60 H -2.247 2.623 5.619
61 H -0.113 3.530 4.694
62 H -0.169 5.139 2.818
63 H 1.702 7.038 -0.325
64 H 2.033 9.501 -0.446
65 H 0.261 10.939 -1.475
66 H -1.873 9.896 -2.293
67 H -2.153 7.426 -2.153
68 H -4.317 2.491 -1.382
69 H -4.092 1.005 -3.348

Summary:
Charge   -1
Total energy   -3088.766076 hartree
LUMO   2.5 eV
2S+1   1